1.
15
Properties=species:S:1:pos:R:3:forces:R:3 method="wB97M-V/def2-TZVPD" e_tot_ha=-287.67534 homo_ev="-7.5 / -7.5" lumo_ev="0.5114 / 0.5107" multiplicity=1 homo_lumo_gap_ev="8.01 / 8.01"
O -2.753 -1.117 -0.690 0.29 -0.10 0.18
N 0.528 0.435 -0.078 -0.03 -0.18 -0.15
C -0.711 0.896 -0.345 0.20 0.31 -0.04
C -1.583 -1.131 -0.353 -0.16 -0.38 -0.06
C 1.257 -0.265 -0.931 0.06 0.15 0.04
C 0.998 0.551 1.311 0.02 -0.03 0.14
H -0.979 1.070 -1.378 0.07 -0.07 0.08
H -0.733 -1.324 -1.061 -0.35 0.16 0.03
H 0.151 0.419 1.986 0.11 0.02 -0.12
H 1.746 -0.216 1.512 -0.11 0.11 -0.07
H -1.222 1.444 0.432 0.14 0.01 -0.03
H -1.266 -1.306 0.705 -0.19 0.00 -0.10
H 2.180 -0.718 -0.604 -0.07 0.16 0.01
H 1.434 1.542 1.462 -0.08 -0.14 -0.06
H 0.951 -0.280 -1.969 0.09 -0.02 0.16

2.
15
Properties=species:S:1:pos:R:3:forces:R:3 method="wB97M-V/def2-TZVPD" e_tot_ha=-287.73212 homo_ev=-9.3 lumo_ev=1.0320 multiplicity=1 homo_lumo_gap_ev=10.38
O -2.097 -0.985 -1.450 -0.19 -0.11 0.20
N -0.289 -0.232 0.673 0.10 -0.37 0.35
C 2.078 0.183 -0.162 -0.01 -0.01 0.01
C -2.246 -1.175 -0.265 0.20 0.13 -0.08
C -0.258 1.172 0.311 -0.08 0.45 -0.22
C 0.592 0.197 -0.406 0.13 0.01 -0.02
H 2.476 -0.834 -0.225 -0.01 0.13 -0.03
H -2.732 -0.434 0.396 -0.15 -0.11 -0.14
H 0.209 1.883 0.990 -0.01 -0.14 -0.12
H 2.596 0.808 -0.895 -0.02 -0.10 0.07
H -1.937 -2.108 0.238 -0.16 -0.05 -0.18
H 0.222 -0.432 1.526 0.08 0.10 -0.01
H 2.301 0.577 0.838 -0.01 -0.05 -0.16
H 0.247 -0.140 -1.387 0.07 0.09 0.24
H -1.162 1.519 -0.181 0.04 0.03 0.09

3.
15
Properties=species:S:1:pos:R:3:forces:R:3 method="wB97M-V/def2-TZVPD" e_tot_ha=-287.78427 homo_ev=-9.5 lumo_ev=1.0554 multiplicity=1 homo_lumo_gap_ev=10.54
O -0.924 0.351 -1.220 0.04 0.08 0.00
N 0.111 -0.784 0.464 -0.06 0.36 -0.25
C 1.074 -0.781 1.547 0.15 -0.02 0.16
C -1.706 -0.811 -1.454 -0.15 -0.20 -0.06
C 0.686 1.594 -0.045 0.06 0.00 0.03
C -0.029 0.279 -0.212 0.12 -0.13 0.22
H 1.263 -1.809 1.866 -0.05 0.14 -0.05
H 2.041 -0.335 1.272 -0.13 -0.08 0.02
H 0.527 2.222 -0.923 0.00 -0.09 0.13
H 0.301 2.117 0.837 0.05 -0.08 -0.11
H -2.325 -0.576 -2.322 0.08 -0.06 0.14
H 0.693 -0.230 2.417 0.04 -0.07 -0.10
H -1.068 -1.675 -1.657 -0.07 0.10 0.02
H -2.332 -1.040 -0.586 0.09 0.02 -0.10
H 1.759 1.443 0.103 -0.17 0.01 -0.03

4.
15
Properties=species:S:1:pos:R:3:forces:R:3 method="wB97M-V/def2-TZVPD" e_tot_ha=-287.60331 homo_ev=-8.0 lumo_ev=-0.5953 multiplicity=1 homo_lumo_gap_ev=7.44
O 0.517 0.379 -1.027 -2.97 1.19 2.12
N -1.670 -0.173 -1.264 -0.11 -0.75 -0.04
C -0.646 0.293 -0.443 3.58 -3.05 -2.38
C 1.428 0.538 1.749 -3.07 -0.95 0.38
C -0.936 0.277 0.933 1.83 3.37 1.61
C 0.034 1.091 1.700 -2.03 -4.78 2.86
H -2.024 -1.072 -0.854 0.17 1.25 -0.82
H 2.034 0.859 2.565 0.57 0.99 -0.25
H 1.159 -2.086 -4.062 -0.22 -0.16 0.61
H -1.954 0.049 1.228 -0.08 1.07 0.14
H -1.125 -0.317 -2.114 -0.83 -0.45 -0.23
H 1.066 1.186 0.864 2.71 0.62 -2.23
H -0.208 1.806 2.505 -0.16 -0.02 -0.69
H 0.917 -2.262 -3.363 0.22 0.17 -0.60
H 1.406 -0.568 1.583 0.40 1.51 -0.51

5.
15
Properties=species:S:1:pos:R:3:forces:R:3 method="wB97M-V/def2-TZVPD" e_tot_ha=-287.76141 homo_ev=-7.9 lumo_ev=0.9735 multiplicity=1 homo_lumo_gap_ev=8.91
O -0.768 0.947 0.505 -0.03 -0.21 -0.08
N 1.158 -2.029 -0.384 0.17 -0.11 -0.26
C -0.984 2.017 1.008 0.12 0.44 0.01
C -1.086 2.223 2.493 0.19 -0.49 0.08
C 1.092 -2.232 -1.751 -0.19 0.06 -0.77
C 0.703 -1.352 -2.674 0.05 0.02 0.24
H 0.749 -1.158 -0.079 -0.18 -0.17 0.20
H -0.116 1.926 2.898 0.01 0.07 0.11
H 1.406 -3.206 -2.120 0.15 -0.03 0.39
H 0.918 -2.846 0.152 -0.06 0.20 0.27
H -1.296 3.242 2.794 -0.12 0.11 -0.10
H -1.054 2.925 0.373 -0.08 -0.11 0.01
H 0.788 -1.599 -3.719 -0.05 -0.04 -0.09
H 0.304 -0.383 -2.412 0.05 0.14 0.05
H -1.814 1.525 2.915 -0.02 0.13 -0.05

6.
15
Properties=species:S:1:pos:R:3:forces:R:3 method="wB97M-V/def2-TZVPD" e_tot_ha=-287.80094 homo_ev=-9.8 lumo_ev=0.9315 multiplicity=1 homo_lumo_gap_ev=10.74
O 1.404 2.220 0.296 0.41 -0.19 -0.10
N 0.067 0.512 1.099 -0.23 0.10 -0.16
C 0.465 0.081 -1.339 0.70 -1.04 -0.42
C 0.665 1.747 1.120 0.12 0.05 0.22
C 0.251 -0.511 0.055 -0.89 0.67 -0.39
C -1.011 -1.371 0.034 -0.69 -0.62 0.22
H -1.788 -1.023 -0.654 0.37 0.23 -0.18
H 0.301 -0.722 -2.057 -0.27 -0.18 -0.09
H -0.215 0.884 -1.601 0.07 0.24 0.21
H 1.512 0.326 -1.501 -0.14 0.64 0.12
H -1.551 -1.442 0.989 0.52 0.01 0.12
H 1.102 -1.146 0.300 0.08 0.15 0.21
H 0.455 2.292 2.059 -0.38 0.01 -0.10
H -0.883 0.553 1.451 0.33 -0.19 0.39
H -0.774 -2.399 -0.252 0.00 0.12 -0.07

7.
15
Properties=species:S:1:pos:R:3:forces:R:3 method="wB97M-V/def2-TZVPD" e_tot_ha=-287.73732 homo_ev=-7.1 lumo_ev=0.7056 multiplicity=1 homo_lumo_gap_ev=7.83
O 0.883 -0.628 1.719 -0.06 -0.42 -0.40
N -0.390 -0.856 -0.226 -1.12 1.59 -2.03
C 0.206 -0.055 0.686 -1.24 1.40 1.64
C 0.099 -2.129 -0.713 0.22 0.25 -0.34
C -0.233 1.238 0.768 1.81 0.34 0.89
C -0.254 2.247 -0.347 -0.71 -0.26 -0.02
H 1.191 -2.148 -0.799 0.00 -0.02 -0.08
H -0.323 -2.332 -1.700 0.05 0.00 0.20
H -0.895 -0.083 -0.800 0.76 -2.89 0.42
H -1.080 2.947 -0.188 0.05 0.03 -0.21
H -0.206 -2.937 -0.040 -0.05 0.04 -0.10
H 0.852 -1.586 1.591 -0.01 0.06 0.32
H 0.670 2.834 -0.372 -0.06 -0.09 -0.06
H -0.395 1.782 -1.326 0.05 0.16 -0.14
H -0.124 1.704 1.748 0.31 -0.19 -0.08

8.
15
Properties=species:S:1:pos:R:3:forces:R:3 method="wB97M-V/def2-TZVPD" e_tot_ha=-287.77245 homo_ev=-9.8 lumo_ev=1.0760 multiplicity=1 homo_lumo_gap_ev=10.86
O 1.475 0.722 -1.154 -0.13 -0.13 0.06
N 1.681 0.483 1.116 0.21 0.21 -0.28
C -1.718 0.410 0.372 0.02 0.02 0.05
C -0.414 -1.657 -0.221 -0.13 0.08 -0.03
C -1.375 -0.771 -0.492 0.09 -0.14 0.00
C 2.064 0.983 0.015 0.11 0.04 0.30
H -0.220 -2.502 -0.877 -0.08 0.12 0.07
H -1.855 1.314 -0.233 0.03 -0.13 0.07
H -1.972 -0.902 -1.396 0.07 -0.01 0.12
H -0.932 0.596 1.110 -0.14 -0.06 -0.11
H 2.268 0.810 1.878 -0.01 0.01 -0.07
H 2.899 1.675 -0.128 -0.08 -0.08 0.08
H -2.662 0.233 0.901 0.12 0.02 -0.09
H 0.213 -1.551 0.662 -0.13 -0.02 -0.14
H 0.751 0.082 -0.994 0.06 0.05 -0.04

9.
15
Properties=species:S:1:pos:R:3:forces:R:3 method="wB97M-V/def2-TZVPD" e_tot_ha=-287.74076 homo_ev=-8.9 lumo_ev=0.5701 multiplicity=1 homo_lumo_gap_ev=9.43
O 1.350 2.408 1.518 0.27 -0.43 0.56
N 1.463 -0.447 0.029 -0.92 -0.32 1.16
C -2.213 0.116 -0.889 0.31 0.33 1.25
C -0.946 -0.597 -0.490 0.07 0.05 -1.10
C 1.676 -1.691 -0.037 1.03 -0.07 -0.60
C 0.188 0.076 -0.328 0.40 0.18 0.01
H -1.944 1.055 -1.367 -0.25 -0.16 -0.56
H 1.157 -2.414 -0.669 -0.61 0.09 0.18
H -2.732 0.452 0.013 -0.19 -0.22 0.10
H 1.700 1.504 1.570 -0.09 0.04 -0.54
H 0.169 1.158 -0.281 0.01 0.03 -0.30
H -0.924 -1.678 -0.546 -0.14 -0.13 0.40
H -2.911 -0.514 -1.429 0.09 0.11 -0.39
H 1.416 2.671 2.444 -0.14 0.35 -0.09
H 2.552 -2.100 0.461 0.15 0.15 -0.09

10.
15
Properties=species:S:1:pos:R:3:forces:R:3 method="wB97M-V/def2-TZVPD" e_tot_ha=-287.47492 homo_ev="-16.2 / -16.0" charge=+1 lumo_ev="-3.5152 / -8.6266" s2=0.765 multiplicity=2 homo_lumo_gap_ev="12.69 / 7.37"
O 1.504 0.922 -0.204 -0.02 -0.81 0.06
N -0.141 -0.624 -0.082 -0.70 -1.71 -1.94
C 0.418 0.629 0.216 -0.55 2.60 0.32
C -1.456 -1.086 0.345 0.46 0.34 0.86
C 0.458 -1.344 -1.188 0.00 -0.55 -0.58
C -0.522 1.619 0.880 1.02 -0.22 0.93
H 1.453 -1.715 -0.926 0.02 0.12 0.11
H 0.094 2.440 1.247 0.03 0.01 -0.22
H 0.572 -0.737 -2.091 0.21 0.55 0.38
H -1.456 -1.032 1.435 -0.23 -0.09 0.09
H -0.187 -2.149 -1.524 0.01 -0.23 0.51
H -1.647 -2.096 0.008 0.20 -0.05 -0.06
H -0.952 1.172 1.776 -0.45 0.05 -0.18
H -2.263 -0.435 0.000 0.16 0.26 -0.18
H -1.260 2.036 0.199 -0.18 -0.30 -0.09

11.
15
Properties=species:S:1:pos:R:3:forces:R:3 method="wB97M-V/def2-TZVPD" e_tot_ha=-287.47086 homo_ev="-16.8 / -16.7" charge=+1 lumo_ev="-4.2865 / -9.2110" s2=0.755 multiplicity=2 homo_lumo_gap_ev="12.47 / 7.48"
O -0.463 2.093 -0.435 -0.66 0.10 -0.55
N 0.792 1.479 1.277 0.51 0.33 0.14
C -0.288 -1.198 0.837 -0.79 0.18 -0.21
C -0.576 -0.424 -1.615 0.33 0.64 0.37
C 0.183 -0.269 -0.281 -0.61 -0.42 -1.48
C 0.137 1.200 0.169 1.29 -0.74 1.21
H -0.271 0.376 -2.276 -0.06 0.41 -0.19
H 0.860 2.415 1.624 -0.20 0.63 0.03
H -0.247 -1.298 -2.169 -0.51 -0.47 0.42
H -0.282 -0.789 1.845 0.18 0.01 -0.02
H 1.565 0.898 1.571 -0.27 -0.46 0.00
H 1.215 -0.508 -0.544 0.38 0.61 0.43
H 0.299 -2.081 0.790 0.87 -0.70 0.22
H -1.283 -1.575 0.627 -0.38 0.37 0.01
H -1.642 -0.319 -1.418 -0.08 -0.49 -0.40

12.
16
Properties=species:S:1:pos:R:3:forces:R:3 method="wB97M-V/def2-TZVPD" e_tot_ha=-362.70246 homo_ev=0.8 charge=-2 lumo_ev=6.7193 multiplicity=1 homo_lumo_gap_ev=5.89
O 1.635 1.871 -0.046 -0.58 -1.15 0.28
O -3.049 1.212 -0.010 0.22 -0.19 0.70
N 1.288 -2.205 0.556 0.13 -0.78 0.23
C -1.829 0.754 -0.394 -0.33 -0.32 -0.59
C -0.832 0.254 0.681 -0.11 -0.08 1.89
C 1.498 0.562 -0.437 1.10 1.33 -0.28
C 0.531 -0.421 0.290 -1.06 1.41 -0.06
H -1.970 -0.210 -1.005 0.44 0.63 -0.40
H -1.426 -0.346 1.394 0.17 -0.31 -0.32
H 2.463 0.045 -0.379 0.45 -0.47 -0.19
H 1.181 0.490 -1.508 -0.05 -0.04 -0.12
H 1.001 -2.689 -0.306 -0.19 0.22 -0.07
H 0.908 -0.781 1.260 0.21 0.40 -0.02
H -1.286 1.562 -0.931 0.19 -0.58 -0.48
H -0.465 1.074 1.326 -0.26 0.15 -0.46
H 0.353 -1.174 -0.490 -0.33 -0.23 -0.10

Ordered energy relative to the best compared isomer or geometry (same formula, charge and spin) results: 98.6 63.0 30.2 143.8 44.6 19.8 59.7 37.6 57.5 16.2 18.8 131.8; unit kcal per mole.